Record 1
Here is C21H30F5NOP2SZr as an isolated structure from the Open Molecules 2025 dataset. Energies are from ωB97M-V/def2-TZVPD.

Each line ends with the Mulliken charge.
Element x y z (Å)
Zr -0.024779 0.231954 -0.345756  0.5986
P 2.484591 -0.324365 -1.914151  0.8429
P -2.688443 0.669848 0.111582  1.0347
N -0.578667 0.388726 -2.233084  -0.8312
H -0.008684 -1.469251 0.565488  0.1949
C 3.169375 -2.021384 -2.050142  -1.3284
H 4.152264 -1.977010 -2.540635  0.3985
H 2.484985 -2.639199 -2.647301  0.3501
H 3.279505 -2.458509 -1.049116  0.3121
C 4.008667 0.533028 -1.360308  -1.2816
H 4.832527 0.193058 -2.005323  0.4357
H 4.246120 0.304579 -0.312895  0.3152
H 3.876554 1.617167 -1.477951  0.3337
C 2.548052 0.201043 -3.673902  -1.2575
H 3.566385 0.047488 -4.059151  0.4634
H 2.289989 1.266066 -3.742914  0.3587
H 1.834970 -0.377749 -4.272710  0.3536
C -3.928419 -0.512909 0.803057  -1.3093
H -4.852224 0.036920 1.045972  0.4124
H -3.575144 -1.034906 1.700100  0.3221
H -4.174751 -1.278160 0.054864  0.3119
C -2.714785 1.974513 1.381519  -0.8223
H -3.756953 2.168077 1.661667  0.3947
H -2.278853 2.881504 0.949947  0.3387
H -2.130337 1.701365 2.268000  -0.0540
C -3.667586 1.513511 -1.180493  -1.2153
H -4.659008 1.782623 -0.776696  0.4456
H -3.776958 0.871025 -2.063508  0.3308
H -3.129524 2.417954 -1.488813  0.3335
C -1.059549 0.465800 -3.479083  -0.0238
C -1.980164 -0.611238 -5.496232  -0.5581
C -1.458354 -0.707197 -4.214390  -0.4138
C -1.235900 1.731625 -4.140573  -0.1617
C -1.759818 1.808546 -5.425346  -0.5692
C -2.131914 0.641968 -6.110602  -0.2931
H -2.271846 -1.515657 -6.036976  0.3368
H -1.358625 -1.673631 -3.720692  0.3989
H -0.963856 2.638720 -3.594134  0.3631
H -1.877673 2.782907 -5.909974  0.3304
H -2.532999 0.706520 -7.127717  0.3392
C 2.312220 -0.034172 1.854210  1.2151
O 1.571062 0.592640 0.996168  -0.6515
C 2.722135 -1.442409 1.678764  -1.1403
H 2.698114 -1.963828 2.653408  0.4064
H 3.740725 -1.508179 1.257835  0.3904
H 2.055598 -1.984485 0.995480  0.2238
C 2.756712 0.714035 3.053569  -1.4020
H 2.427618 0.166499 3.956728  0.2720
H 2.333655 1.730211 3.060936  0.2966
H 3.856863 0.780141 3.084082  0.4423
F -0.087969 -0.713789 7.882745  -0.2957
C -0.167744 -0.765417 6.539320  0.5344
C -0.358889 0.402509 5.798690  0.2192
F -0.536549 1.568688 6.452614  -0.3115
C -0.437621 0.326008 4.400262  -0.3046
F -0.404384 1.494450 3.689500  -0.4372
C -0.489920 -0.884463 3.691873  0.9146
S -0.933807 -1.031599 1.980177  -0.4462
C -0.391298 -2.048022 4.495038  -0.0223
F -0.606563 -3.254778 3.919332  -0.3182
C -0.178979 -1.991251 5.872624  0.1853
F -0.079123 -3.128142 6.594995  -0.3014

Cartesian forces (eV/Å) of the 2 atoms listed first:
-1.42 -0.86 -2.49
0.09 -0.01 -0.08

Output
**Total charge**: 0
**E**: -70079.15528 eV
**Gap between HOMO and LUMO**: 5.18 eV

Record 2
Here is an isolated ion of composition C4H7N3 and charge +2 from the Open Molecules 2025 dataset. Energies are from ωB97M-V/def2-TZVPD.

Each line ends with the Mulliken charge.
Element x y z (Å)
C -0.291378 1.517485 1.504033  0.3435
C -0.660956 2.078413 -0.518386  0.0471
C -0.642770 0.112896 1.522836  -0.2343
C 0.926116 -0.934614 -0.185669  -0.6645
N -0.169261 2.363939 0.687417  -0.0515
N -0.156778 -0.167235 0.257698  0.1506
N -0.757015 0.792123 -0.853958  -0.1817
H -0.849028 2.939829 -1.099627  0.4807
H -0.336541 -0.655554 2.367845  0.4386
H -1.846630 0.216477 1.585599  0.3132
H 2.054655 -0.486022 0.029396  0.3478
H 0.935263 -2.021204 0.163006  0.3430
H 0.942729 -0.931395 -1.333817  0.2877
H -0.667992 0.290826 -1.769372  0.3797

Cartesian forces (eV/Å) of the 2 atoms listed first:
0.61 0.22 1.25
0.08 -1.79 -2.29

Output
**Total charge**: +2
**Structure (SMILES)**: CN1CC#[N+]C=[NH+]1
**E**: -8706.00013 eV
**Gap between HOMO and LUMO (spin up / spin down)**: 7.92 / 7.91 eV
**Energy relative to the best compared isomer or geometry (same formula, charge and spin)**: 110.1 kcal per mole

Record 3
Here is a 9-piece molecular cluster, C26H74N4O14 overall from the Open Molecules 2025 dataset. Energies are from ωB97M-V/def2-TZVPD.

Each line ends with the Mulliken charge.
Element x y z (Å)
C -2.295393 -0.441668 2.450556  -0.9384
C -3.367917 0.131892 1.562696  0.2043
C -4.761526 0.060748 2.107678  -1.1039
O -4.809626 0.750258 3.338876  -0.3374
C -6.087865 0.825296 3.888849  -0.7785
N -2.966346 1.533145 1.149033  -0.2208
H -2.534706 -1.467768 2.737927  0.3915
H -2.225933 0.174651 3.350148  0.3389
H -1.302776 -0.474552 2.004508  -0.1941
H -3.367959 -0.347638 0.576495  0.3587
H -5.053813 -0.985735 2.280356  0.4977
H -5.466019 0.529531 1.405701  0.5012
H -6.608063 -0.145983 3.826083  0.3141
H -6.765986 1.475960 3.310111  0.2746
H -6.009878 1.170949 4.913313  0.2514
H -3.448148 1.654867 0.260268  0.2796
H -3.363747 2.131424 1.868150  0.2411
C 2.849577 -2.039758 -0.763407  -0.1913
C 3.214982 -3.507143 -0.816374  0.0645
C 3.424968 -3.999423 0.606386  0.6227
O 3.372511 -5.394113 0.770575  -0.4029
C 4.555813 -6.029521 0.328402  -0.7307
N 2.086233 -4.205518 -1.458180  -0.5502
H 2.515577 -1.631155 -1.716240  0.2186
H 3.715630 -1.452210 -0.435372  0.3020
H 2.062038 -1.861460 -0.025336  -0.7897
H 4.085708 -3.668706 -1.451496  0.4572
H 2.727065 -3.508444 1.287916  -0.9857
H 4.411962 -3.638690 0.956591  0.4755
H 4.842111 -5.703783 -0.673279  0.2984
H 4.384092 -7.099703 0.401445  0.2824
H 5.380709 -5.780635 1.010680  0.3036
H 1.285069 -4.224834 -0.826612  0.0878
H 2.260910 -5.201076 -1.566257  0.3148
C -0.361519 -3.510928 3.327046  -0.7784
C 1.098203 -3.101240 3.392162  1.2248
C 1.276955 -1.706735 2.943904  -0.3800
O 2.661731 -1.420837 2.855350  -0.4358
C 2.945125 -0.088951 2.509692  -0.2413
N 1.549333 -3.226598 4.805980  -0.9090
H -1.001816 -2.716123 3.718227  0.2280
H -0.629625 -4.423891 3.851754  0.5485
H -0.666981 -3.606630 2.276801  -0.3368
H 1.683094 -3.793368 2.776610  -0.0311
H 0.824033 -0.962051 3.612712  1.0005
H 0.867976 -1.555368 1.931240  -0.4928
H 3.828969 0.259307 3.037129  0.3470
H 2.051464 0.524058 2.667204  0.1131
H 3.182654 -0.024671 1.435523  -0.0800
H 2.399392 -2.668619 4.871163  0.2644
H 1.869467 -4.171741 4.987417  0.2871
C -4.658556 5.826084 -0.745687  -1.5810
C -4.180434 4.396853 -0.793182  1.2742
C -5.160135 3.438732 -1.409450  -1.1949
O -4.876887 2.121842 -0.972621  -0.1970
C -5.680205 1.158962 -1.597016  -1.0482
N -2.860492 4.302614 -1.457514  -0.7736
H -3.830818 6.509372 -0.547864  0.4052
H -5.392837 6.040743 0.034697  0.3744
H -5.091831 6.161243 -1.692950  0.3119
H -4.025814 4.017367 0.229843  -0.1836
H -5.054059 3.436309 -2.510479  0.4719
H -6.209756 3.707729 -1.237982  0.4514
H -6.718650 1.494499 -1.697036  0.3698
H -5.619789 0.175737 -1.137125  0.3141
H -5.344630 1.001921 -2.637799  0.3442
H -2.752786 3.373821 -1.854711  0.2613
H -2.113649 4.345591 -0.773815  0.2048
C 0.513473 1.642174 0.300202  -0.6523
C 0.778177 0.853805 -0.955475  1.3275
O 1.217576 1.680112 -2.012854  -0.3182
O -0.546851 2.578016 0.040226  -0.1094
H 1.441804 2.165560 0.549577  0.0417
H 0.210659 1.085960 1.190669  -0.0721
H -0.132690 0.301761 -1.221733  0.0905
H 1.573396 0.126396 -0.771702  -0.7861
H 0.628502 2.440829 -2.085740  0.2842
H -1.326955 2.166428 0.456881  0.3907
C 5.767557 1.455649 -1.898119  -0.8569
C 4.326909 1.208558 -2.217144  0.8714
O 4.012374 2.011964 -3.388176  -0.6520
O 6.647149 0.683249 -2.719273  -0.5790
H 6.025492 1.187579 -0.873270  0.3424
H 5.991481 2.518840 -2.026962  0.3834
H 3.683879 1.583857 -1.414505  -0.2213
H 4.125025 0.165615 -2.462731  0.0866
H 3.135427 1.691468 -3.630955  0.2795
H 6.569773 1.031331 -3.613130  0.3240
C -1.978000 -3.621993 -0.746337  -0.7576
C -1.219283 -2.734926 -1.674353  0.8738
O -2.091803 -2.324599 -2.717463  -0.6573
O -1.204159 -3.955256 0.393270  -0.5256
H -2.457248 -4.470921 -1.256569  0.3533
H -2.897901 -3.098733 -0.423704  0.2263
H -0.346538 -3.240095 -2.104013  0.2308
H -0.854412 -1.865089 -1.111241  -0.4190
H -1.587434 -1.649622 -3.191916  0.3437
H -1.740663 -4.461337 1.009291  0.2571
C 2.829682 5.039090 2.583112  -0.6396
C 1.516736 4.613366 2.010212  0.1067
O 1.550374 4.671536 0.586812  -0.5969
O 3.824007 4.051079 2.271822  -0.5190
H 2.775615 5.159421 3.660571  0.3809
H 3.143281 5.968388 2.094559  0.2740
H 0.685321 5.270410 2.290595  0.3792
H 1.342072 3.594897 2.381235  0.0403
H 0.702747 4.317450 0.291553  0.2071
H 3.830617 4.024600 1.308578  0.2918
C 1.125604 -0.458760 -5.705940  -0.9755
C 0.274434 -1.188877 -4.677633  -0.2574
O -0.280705 -0.295599 -3.723690  -0.4434
O 2.357924 -0.031300 -5.171924  -0.4166
H 0.528288 0.424690 -5.949199  0.3120
H 1.179496 -1.025390 -6.640296  0.4341
H 0.746808 -2.071000 -4.232323  0.3183
H -0.573742 -1.536832 -5.285105  0.4238
H 0.487447 0.155082 -3.337410  0.2946
H 2.942851 -0.783079 -5.037648  0.2956

Cartesian forces (eV/Å) of the 2 atoms listed first:
-0.14 -0.32 0.62
1.34 0.95 -1.70

Output
**Total charge**: 0
**Structure (SMILES)**: COC[C@H](C)N.COC[C@H](C)N.COC[C@H](C)N.COC[C@H](C)N.OCCO.OCCO.OCCO.OCCO.OCCO
**E**: -62783.22503 eV
**Gap between HOMO and LUMO**: 9.70 eV
**Energy relative to the best compared isomer or geometry (same formula, charge and spin)**: 86.2 kcal per mole

Record 4
Here is an isolated molecule of C4H5NS2 from the Open Molecules 2025 dataset. Energies are from ωB97M-V/def2-TZVPD.

Each line ends with the Mulliken charge.
Element x y z (Å)
C -1.516397 -1.159531 0.035417  -0.4419
C -2.386945 0.062597 -0.082856  -0.5272
C -1.581033 1.157243 -0.016544  -0.3791
C -0.121862 0.711209 0.008420  0.3199
H 2.055073 -0.421268 0.909723  0.1587
H -1.768208 -1.475625 1.140813  0.2270
H -1.845748 -1.990453 -0.611191  0.3753
H -3.427884 -0.045341 -0.117355  0.4624
H -1.712574 2.234772 -0.020982  0.3920
N -0.137423 -0.677336 0.111894  -0.0592
S 1.347152 -1.539342 -0.091483  -0.1528
S 1.234018 1.652477 -0.017947  -0.3752

Cartesian forces (eV/Å) of the 2 atoms listed first:
-1.08 -0.65 3.16
3.25 1.29 0.04

Output
**Total charge**: 0
**Structure (SMILES)**: S=C1C=CCN1S
**E**: -27387.32785 eV
**Gap between HOMO and LUMO**: 8.60 eV
**Energy relative to the best compared isomer or geometry (same formula, charge and spin)**: 55.1 kcal per mole